Density functional theory data (ωB97M-V with the def2-TZVPD basis set) for a molecular structure, C18H20N5O11P2PtS2 in a non-equilibrium geometry.

The geometry in XYZ format:
```
59
Properties=species:S:1:pos:R:3:forces:R:3:mulliken_charge:R:1
Pt 0.8044 -1.0482 -0.6679 -2.5 -0.8 1.3 1.648
S -1.0088 0.6841 -0.9484 1.6 -0.2 0.0 -0.225
S 0.9706 -0.2122 1.4556 0.4 -0.1 -0.2 -0.415
P 3.8368 -1.1782 0.2635 0.0 0.0 -0.1 0.718
P 2.4906 -3.6282 0.3691 0.3 0.0 -0.2 0.524
O 4.1904 -0.0022 1.0692 0.1 0.0 0.0 -0.746
O 3.0840 -2.3243 1.1468 0.0 0.0 0.1 -0.134
O -0.9726 -1.8807 -0.2957 -0.1 -0.3 -0.4 -0.611
O 1.8346 -4.4512 1.5743 0.0 0.1 0.0 -0.501
O 2.8661 -0.9766 -0.9183 -0.2 0.8 -0.3 -0.758
O -0.4188 -2.1223 -2.4101 0.1 0.0 0.1 -0.735
O -6.5689 -4.7283 -0.2937 0.0 0.1 0.0 -0.613
O 5.1039 -1.9340 -0.3111 0.0 -0.2 -0.1 -0.567
O 1.3460 -3.1779 -0.5202 0.2 0.4 0.4 -0.215
O 3.6365 -4.3405 -0.2474 0.0 -0.1 0.0 -0.828
O -5.9599 -2.7140 0.1610 0.0 -0.1 0.0 -0.589
N 1.8361 3.4850 -2.2946 0.0 0.0 0.0 -0.517
N -5.7776 -3.8036 -0.3424 -0.1 0.0 0.1 0.999
N 2.5707 3.2981 -1.1878 0.1 -0.3 0.1 0.825
N 1.3740 2.3319 -2.6211 0.0 0.1 0.0 -0.561
N 1.7789 1.3840 -1.7516 0.5 0.5 -0.7 0.188
C -2.3176 -3.3251 -1.6095 0.0 0.0 0.1 0.360
C 1.0836 5.8625 -0.2825 0.0 0.0 0.0 -1.523
C -0.8461 0.9291 3.0730 -0.1 0.0 -0.1 -0.783
C -0.5487 0.6046 1.7501 -0.2 0.1 0.0 0.665
C -4.5177 -4.0220 -1.0654 0.1 0.0 0.0 0.177
C -2.1807 -4.4338 -2.4356 0.0 0.1 -0.1 -0.677
C 1.4724 4.0576 1.4275 0.0 0.0 0.0 -1.408
C -3.2182 -5.3451 -2.5570 0.0 0.0 0.0 -0.536
C -1.4273 0.9624 0.7314 0.1 -0.1 0.1 0.432
C -4.4037 -5.1459 -1.8674 0.1 0.1 0.0 -0.560
C 2.1310 5.0705 0.4940 0.1 0.0 0.0 0.918
C -2.9133 1.9300 2.3688 0.0 0.0 0.1 -0.518
C -2.6234 1.6035 1.0557 0.1 0.0 -0.1 -0.791
C -3.4931 -3.1065 -0.9069 0.0 -0.1 0.0 -0.456
C -1.1693 -2.3918 -1.4648 -0.1 -0.1 -0.1 0.925
C 3.1517 4.3870 -0.4298 -0.1 0.0 0.1 -1.273
C -2.0189 1.5972 3.3804 0.0 0.1 0.0 -0.650
C 2.5407 1.9934 -0.8771 -0.2 0.0 0.0 -0.384
H -0.1510 0.6498 3.8559 0.0 0.0 0.0 0.436
H 2.5277 -4.8608 2.1069 0.0 0.0 -0.1 0.311
H -2.2428 1.8414 4.4111 0.0 0.0 0.0 0.364
H 4.8448 -2.8558 -0.5493 0.0 0.1 0.1 0.422
H 0.7685 3.4226 0.8847 0.0 0.0 0.0 0.178
H 2.7185 5.7745 1.0946 0.0 0.0 0.0 0.299
H 2.2039 3.4014 1.9043 0.0 0.0 0.0 0.355
H 1.5411 6.6496 -0.8856 0.0 0.0 0.0 0.383
H -3.1041 -6.2154 -3.1887 0.0 0.0 0.0 0.386
H 0.3778 6.3284 0.4078 0.0 0.0 0.0 0.424
H -3.6026 -2.2532 -0.2534 0.0 0.0 0.0 0.659
H 3.9501 3.9454 0.1674 0.0 0.0 0.0 0.395
H 0.5215 5.2132 -0.9530 0.0 0.0 0.0 0.295
H -1.2492 -4.5689 -2.9690 0.0 0.0 0.0 0.501
H -5.2306 -5.8354 -1.9410 0.0 0.0 0.0 0.476
H 3.5930 5.0903 -1.1364 0.0 0.0 0.0 0.392
H 3.0640 1.5323 -0.0487 0.0 0.0 0.0 0.646
H -3.8424 2.4332 2.6049 0.0 0.0 0.0 0.363
H 0.9110 4.5683 2.2114 0.0 0.0 0.0 0.479
H -3.3178 1.8507 0.2618 0.0 0.0 0.0 0.431
```
Forces are in eV/Å.

Summary:
2S+1: 1
highest occupied orbital energy (spin up / spin down): -0.190 / -0.190 hartree
LUMO energy (spin up / spin down): 1.0 / 1.0 eV
frontier orbital gap (spin up / spin down): 6.12 / 6.12 eV
total charge: -1

***

Density functional theory data (ωB97M-V with the def2-TZVPD basis set) for 4 unconnected molecules or ions with the total composition C7H13Br6Cl3 in a non-equilibrium geometry.

The geometry in XYZ format:
```
29
Properties=species:S:1:pos:R:3:forces:R:3:mulliken_charge:R:1
Br -1.8905 6.9321 -4.7137 1.4 -1.3 0.3 -0.167
Br 4.0560 -4.1009 5.1940 -0.3 -0.9 -0.2 -0.133
Br -1.2236 2.4955 1.2565 0.3 0.2 -0.3 -0.168
Br 0.7120 -5.1257 3.7891 1.1 0.0 -0.3 -0.137
Br 1.5303 3.6588 -5.5944 -0.7 0.5 0.1 -0.158
Br 1.9770 -0.7508 0.7707 -0.3 0.0 -0.2 -0.158
Cl -6.6010 -0.9844 1.5103 -1.1 -0.2 0.0 -0.113
Cl -4.9395 -0.0703 -0.7521 -0.2 -0.1 0.8 -0.132
Cl -4.0276 -2.1387 1.0675 0.2 0.1 0.1 -0.116
C -5.0068 -0.6777 0.9476 0.7 0.4 -0.4 0.103
C 3.5845 -5.8273 4.3600 -0.4 0.3 -1.2 -0.569
C 0.2508 0.1421 0.9206 0.3 1.8 0.5 -0.650
C 2.5369 -5.6934 3.2198 0.1 -0.6 1.0 -0.635
C -0.4005 5.5629 -4.4345 1.1 0.2 -1.8 -0.604
C 0.3719 1.6736 0.4840 -0.4 -2.4 0.0 -0.522
C -0.0194 4.8941 -5.8271 -0.4 -0.1 0.9 -0.570
H 3.3329 -6.6152 5.0699 -0.2 0.6 0.3 0.384
H 4.4833 -6.1755 3.8510 0.2 0.2 0.1 0.349
H -0.5376 -0.4041 0.4027 0.3 0.1 -0.2 0.384
H 0.0040 0.1638 1.9821 0.2 -0.3 -0.1 0.368
H 0.5468 6.0489 -4.2009 -0.4 0.8 0.2 0.355
H 2.9266 -5.0940 2.3971 -0.4 0.3 0.3 0.380
H -0.5513 4.9260 -3.5628 -0.8 -0.2 -0.6 0.416
H 1.2937 2.1231 0.8531 -0.4 0.1 0.1 0.394
H -4.6339 0.0885 1.6274 0.4 -0.1 -0.5 0.257
H -0.7990 4.3158 -6.3229 0.0 0.0 0.4 0.375
H 2.3579 -6.7058 2.8577 0.0 0.1 -0.1 0.362
H 0.3397 5.6283 -6.5483 -0.1 0.1 0.4 0.353
H 0.3264 1.7105 -0.6045 -0.1 0.4 0.2 0.352
```
Forces are in eV/Å.

Summary:
structure (SMILES): ClC(Cl)Cl.BrCCBr.BrCCBr.BrCCBr
2S+1: 1
highest occupied orbital energy: -0.376 hartree
LUMO energy: 0.3 eV
frontier orbital gap: 10.51 eV

***

Density functional theory data (ωB97M-V with the def2-TZVPD basis set) for a molecular structure, C39H66AsMgN3P2SSi2.

The geometry in XYZ format:
```
115
Properties=species:S:1:pos:R:3:forces:R:3:mulliken_charge:R:1
As -0.6224 0.1496 3.1183 0.2 -0.3 0.0 -0.762
S 0.2155 -3.0046 -0.1232 0.0 0.1 0.1 -0.318
P 2.2553 -0.2023 -0.8786 0.1 0.1 0.4 0.872
P -2.4840 0.1165 -0.8329 -0.1 0.2 0.3 0.548
Si -1.5466 -1.7501 4.1560 0.1 0.2 0.0 0.765
Si 1.1664 0.5993 4.5515 -0.2 -0.1 0.0 0.462
Mg -0.0909 -0.0892 0.6183 -0.3 -0.2 -0.7 2.068
N 0.0573 1.6892 -0.4218 0.1 0.1 0.2 -0.010
N -2.3299 -3.5885 -0.4187 0.1 0.1 -0.1 -0.238
N -1.1058 -3.7860 -2.3286 -0.2 -0.1 0.0 -0.265
C 0.5615 -3.2057 -5.5475 0.0 0.0 0.0 -0.701
C 3.9782 0.9308 -2.8591 0.0 0.0 0.0 -1.773
C -1.7887 4.4689 -2.0381 0.0 0.0 0.0 -1.015
C -1.1196 -3.4849 -1.0092 -0.1 0.0 0.1 0.322
C 2.1160 2.0595 3.8670 0.0 0.0 0.0 -0.700
C 2.6527 4.0541 0.8276 0.0 0.0 0.1 -1.107
C -3.7458 -0.4811 1.5608 0.0 0.1 0.0 -1.085
C 1.2843 2.2582 -0.0742 0.0 0.0 -0.1 -0.976
C -3.0987 3.9943 -2.0604 0.0 0.0 0.0 0.100
C 4.9618 -1.2766 -0.4370 0.0 0.0 0.0 -1.828
C 1.8906 -3.4616 -5.2442 0.0 0.0 0.0 -0.541
C -0.0500 -3.6683 -3.2660 0.0 0.0 -0.1 0.239
C -4.2465 -0.2915 -3.1136 0.0 0.0 0.0 -1.687
C -3.2963 2.7106 -1.5869 0.0 0.0 -0.1 -0.137
C -2.8344 -0.4757 -2.5673 0.0 -0.1 0.0 1.358
C 3.2896 -1.2713 1.4454 0.0 0.0 0.1 -1.517
C 2.2348 -3.8350 -3.9542 0.0 0.0 0.0 -0.699
C 2.4610 1.4781 -0.1909 0.0 0.0 -0.2 0.223
C -3.1087 -1.1632 5.0277 0.1 -0.1 0.0 -1.107
C 2.4458 -0.7294 4.9340 0.0 0.1 0.0 -0.928
C -0.7576 3.7277 -1.5093 0.0 0.0 0.0 -0.868
C 1.4228 3.5460 0.4764 0.0 0.0 0.0 0.071
C 3.8207 3.3032 0.6933 -0.1 -0.1 0.0 0.501
C -0.4039 -3.3010 -4.5605 0.0 0.0 0.0 -0.360
C 3.4808 -1.3328 -0.0635 0.0 -0.1 -0.1 0.988
C -2.2761 1.9132 -1.0613 0.1 0.0 0.0 0.441
C -2.0403 -3.1761 3.0095 -0.1 0.0 0.0 -0.635
C -4.0636 -0.2618 0.0865 0.0 -0.1 -0.1 0.885
C -5.2583 0.6837 -0.0152 0.0 0.0 0.0 -1.929
C 0.4071 1.1443 6.1881 0.1 0.0 -0.1 -1.196
C -0.9591 2.4462 -0.9464 0.0 -0.2 -0.1 0.066
C 3.6900 2.0213 0.1914 0.1 0.0 0.0 -0.110
C -4.2257 4.8072 -2.6329 -0.1 0.0 0.0 -1.832
C 1.7235 0.1276 -3.5937 0.0 0.0 0.0 -0.854
C -1.8128 0.1470 -3.5087 0.0 0.0 0.0 -1.803
C 2.8791 -0.1007 -2.6281 0.0 -0.2 0.0 0.553
C 5.1497 3.8382 1.1440 0.1 0.0 0.0 -1.665
C 1.2734 -3.9549 -2.9615 0.0 0.0 0.0 -0.012
C -0.4791 -2.5780 5.4670 -0.1 0.0 -0.1 -1.321
H 3.6073 1.9387 -2.6714 0.0 0.0 0.0 0.266
H -1.3879 -3.2539 2.1398 0.2 0.0 0.1 -0.359
H 2.7066 1.7887 2.9934 0.1 0.0 -0.1 -0.139
H 2.0929 0.2115 -4.6178 0.0 0.0 0.0 0.588
H 2.2808 -1.5574 1.7558 0.0 0.0 0.0 0.129
H -5.1892 4.4593 -2.2589 0.0 0.0 0.0 0.372
H 3.0691 -0.9473 4.0719 0.1 0.0 -0.1 0.193
H -6.0786 0.2839 0.5850 0.0 0.0 0.0 0.459
H 5.4599 -0.3972 -0.0315 0.0 0.0 0.0 0.260
H 0.2411 4.1339 -1.5451 0.0 0.0 0.0 0.555
H 3.2661 -4.0530 -3.7109 0.0 0.0 0.0 0.411
H -4.6136 -0.8837 2.0882 0.0 0.0 0.0 0.636
H 0.2744 -2.9129 -6.5476 0.0 0.0 0.0 0.377
H 5.1227 -1.2924 -1.5136 0.0 0.0 0.0 0.380
H 1.0137 -0.6974 -3.5552 0.0 0.0 0.0 -0.233
H 3.0953 -0.3323 5.7189 0.1 0.0 0.0 0.375
H -2.8510 -0.4311 5.7939 0.0 0.0 0.0 0.289
H -2.0511 1.1964 -3.6895 0.0 0.0 0.0 0.339
H 5.2280 4.9099 0.9594 0.0 0.0 0.0 0.412
H -2.9107 -1.1658 1.6979 0.0 0.0 0.0 -0.700
H 1.1936 1.0512 -3.3512 0.0 0.0 0.0 0.134
H 3.9863 -1.9461 1.9479 0.0 0.0 0.0 0.655
H 3.2815 -1.1078 -2.8110 0.0 0.1 0.0 0.339
H -0.0654 -1.8900 6.2000 0.0 0.1 0.1 0.295
H -1.5684 5.4470 -2.4513 0.0 0.0 0.0 0.388
H 0.3421 -3.1420 5.0257 0.0 0.0 -0.1 0.284
H 2.0243 -1.6634 5.2925 0.0 0.0 0.0 0.265
H 1.5472 -4.2624 -1.9658 0.0 0.0 0.0 0.504
H -3.4697 0.4595 2.0423 0.0 0.0 0.0 0.451
H -3.7909 -0.6745 4.3329 0.0 0.0 0.0 0.245
H -4.5022 0.7630 -3.2009 0.0 0.1 0.0 0.275
H 3.1000 -2.3056 -0.4068 0.0 0.0 0.0 0.177
H -4.2558 4.7490 -3.7238 0.0 0.0 0.0 0.298
H 5.4692 -2.1487 -0.0180 0.0 0.0 0.0 0.519
H 4.8500 0.7775 -2.2266 0.0 0.0 0.0 0.356
H 4.3037 0.8809 -3.9005 0.0 0.0 0.0 0.521
H -1.8045 -0.3737 -4.4683 0.0 0.0 0.0 0.564
H 5.2967 3.6798 2.2147 0.0 0.0 0.0 0.280
H -5.6278 0.8145 -1.0298 0.0 0.0 0.0 0.374
H -3.6363 -1.9903 5.5074 0.0 -0.1 0.0 0.354
H 2.6506 -3.3739 -6.0078 0.0 0.0 0.0 0.410
H -4.1297 5.8604 -2.3669 0.0 0.0 0.0 0.419
H 4.5846 1.4226 0.0818 0.0 0.0 0.0 -0.038
H 1.4491 2.8684 3.5724 -0.1 0.1 0.0 0.258
H 2.7066 5.0493 1.2553 0.0 0.0 0.0 0.363
H -0.8124 0.1078 -3.0860 0.0 0.0 0.0 -0.060
H -3.1212 -4.0047 -0.8793 0.0 0.0 0.0 0.234
H -1.1223 -3.2854 5.9967 0.0 -0.1 0.1 0.396
H -1.4386 -3.0775 -4.7904 -0.1 0.0 0.0 0.319
H 2.7957 2.4384 4.6342 0.1 0.0 0.0 0.482
H -2.0079 -3.9398 -2.7577 0.1 0.0 0.1 0.372
H 3.4714 -0.2633 1.8202 0.0 0.0 0.0 0.186
H -4.2953 2.3053 -1.6494 0.0 0.0 0.0 0.007
H -4.3063 -0.7173 -4.1188 0.0 0.0 0.0 0.463
H -2.3697 -3.4572 0.5799 -0.1 0.0 0.0 -0.034
H -0.1608 0.3563 6.6808 0.0 -0.1 0.0 0.282
H -2.6330 -1.5535 -2.5102 0.0 0.0 0.0 -0.142
H -1.9606 -4.1107 3.5658 0.0 -0.1 0.0 0.438
H -0.2761 1.9754 6.0099 0.0 0.0 0.0 0.284
H -5.0064 1.6644 0.3883 0.0 0.0 0.0 0.399
H 0.5358 4.1396 0.6485 0.0 0.0 0.0 0.678
H 1.1840 1.4798 6.8784 0.0 0.0 0.0 0.390
H 5.9707 3.3462 0.6221 0.0 0.0 0.0 0.382
H -5.0027 -0.7819 -2.5030 0.0 0.0 0.0 0.398
H -3.0775 -3.0783 2.6809 0.0 0.0 0.0 0.422
H -4.3508 -1.2309 -0.3478 0.0 0.0 0.0 0.322
```
Forces are in eV/Å.

Summary:
2S+1: 1
highest occupied orbital energy: -0.236 hartree
LUMO energy: 0.1 eV
frontier orbital gap: 6.51 eV

***

Values of relative energy (zero: lowest compared OMol25 entry of this formula, charge and spin), in order: 217.2 120.2 2.4, all in kJ/mol.